The following is a quantum chemistry calculation of a single C4H9N3O2 molecule at a distorted geometry, from OMol25.

The geometry in XYZ format:
```
18
Properties=species:S:1:pos:R:3:forces:R:3:nbo_charge:R:1
C 0.977 -1.111 0.619 1.95 -2.51 0.04 -0.25
C 1.178 0.044 1.702 2.42 -2.53 2.09 -0.26
C -0.122 0.218 -0.890 0.95 3.52 -1.21 0.28
C -1.318 0.936 -1.415 -2.60 0.84 1.55 -0.72
N -0.151 -0.743 -0.089 -2.23 -1.67 -0.66 -0.44
N 0.681 1.230 1.240 -2.41 0.90 0.74 -0.50
N 1.418 2.066 0.563 -1.30 0.42 -0.65 0.60
O 2.571 1.863 0.249 2.26 -0.98 0.03 -0.51
O 0.817 3.045 0.109 -0.32 0.75 0.02 -0.51
H 1.751 -1.236 -0.205 -0.22 0.54 1.56 0.22
H 0.798 -2.174 1.003 0.44 1.59 -0.03 0.22
H 0.655 -0.405 2.706 1.03 1.58 -2.29 0.19
H 2.302 0.100 1.883 -1.20 -0.29 0.01 0.23
H 0.915 0.564 -1.158 -1.17 -0.33 -0.08 0.24
H -2.228 0.216 -1.512 1.63 1.12 -0.16 0.23
H -1.120 1.509 -2.344 -0.13 -0.61 0.64 0.26
H -1.745 1.758 -0.592 1.65 -2.05 -1.93 0.31
H -1.045 -1.027 0.246 -0.76 -0.29 0.33 0.41
```
Positions in Å, forces in eV/Å.

## Properties
Total charge: 0
Calculated total energy in a.u.: -472.34236
HOMO energy in eV: -8.5
Energy above the lowest of the compared OMol25 structures with the same formula, charge and spin in kcal/mol: 157.7
Max |F| in eV/A: 4.1
Orbital gap in Ha: 0.302